Entry 1:
Computed, not measured: an isolated ion of composition C3H4NS and charge +1 at a distorted geometry, with ωB97M-V/def2-TZVPD.

CARTESIAN COORDINATES (ANGSTROEM)
C1 0.5654 -0.3516 -0.6477
C2 0.6256 -0.6925 1.7420
C3 -0.6074 0.4433 -0.1982
N1 1.3794 -0.8726 0.1983
S1 -0.7645 0.1000 1.6147
H1 0.8947 -0.3029 -1.7141
H2 1.2698 -1.0563 2.5175
H3 -0.5272 1.5082 -0.1401
H4 -1.5328 0.2839 -0.9635

Kohn-Sham gap in eV: 9.51
Strongest force on any atom in eV/A: 5.74
Energy above the lowest of the compared OMol25 structures with the same formula, charge and spin in eV: 1.803
E_tot in eV: -15490.932
Charge: +1

Entry 2:
Computed, not measured: the molecule C3H4O at a distorted geometry, with ωB97M-V/def2-TZVPD.

CARTESIAN COORDINATES (ANGSTROEM)
C1 -0.8835 -0.2963 -0.0051
C2 0.2801 0.6873 0.0302
C3 1.4986 0.2028 0.0174
O1 2.5116 -0.4139 -0.0283
H1 -1.8693 0.0439 -0.2483
H2 -0.8868 -0.8859 0.9205
H3 -0.6022 -1.0507 -0.7633
H4 -0.0484 1.7127 0.0770

Kohn-Sham gap in eV: 9.69
SMILES: CC=C=O
Strongest force on any atom in eV/A: 2.85
Energy above the lowest of the compared OMol25 structures with the same formula, charge and spin in eV: 0.257
E_tot in eV: -5221.880

Entry 3:
Computed, not measured: C3H4O as an isolated structure at a distorted geometry, with ωB97M-V/def2-TZVPD.

CARTESIAN COORDINATES (ANGSTROEM)
C1 0.4769 0.2136 0.1027
C2 1.4001 -0.5223 -0.4302
C3 -1.5692 0.2695 0.2019
O1 -2.7020 -0.1921 -0.1086
H1 2.4324 -0.5636 -0.4609
H2 0.9444 -1.3818 -0.8964
H3 -1.5171 0.9985 0.9766
H4 0.5344 1.1782 0.6147

Kohn-Sham gap in eV: 9.62
Strongest force on any atom in eV/A: 6.21
Energy above the lowest of the compared OMol25 structures with the same formula, charge and spin in eV: 3.179
E_tot in eV: -5218.958

Entry 4:
Computed, not measured: the molecule C3H4O at a distorted geometry, with ωB97M-V/def2-TZVPD.

CARTESIAN COORDINATES (ANGSTROEM)
C1 -0.4797 0.6422 0.4160
C2 -0.3758 -0.5893 -0.4265
O1 0.2901 -1.3518 0.5586
C3 0.8054 -0.1261 0.2060
H1 -0.9259 0.7459 1.3739
H2 -0.5384 1.5711 -0.2908
H3 -0.4822 -0.7388 -1.5013
H4 1.7065 -0.1532 -0.3360

Kohn-Sham gap in eV: 10.37
SMILES: C1[C@@H]2O[C@H]12
Strongest force on any atom in eV/A: 4.31
Energy above the lowest of the compared OMol25 structures with the same formula, charge and spin in eV: 2.793
E_tot in eV: -5219.344

Entry 5:
Computed, not measured: the molecule C3H4O at a distorted geometry, with ωB97M-V/def2-TZVPD.

CARTESIAN COORDINATES (ANGSTROEM)
C1 -1.4967 -0.3318 -0.3890
C2 -0.3316 0.1641 -0.1246
C3 0.9305 0.4256 -0.0310
O1 1.7004 -0.1646 0.9296
H1 -1.0223 -0.4602 -1.4381
H2 -2.3188 -0.0288 0.2908
H3 1.4471 1.0754 -0.7165
H4 1.0913 -0.6797 1.4789

Kohn-Sham gap in eV: 9.02
SMILES: C=C=CO
Strongest force on any atom in eV/A: 3.40
Energy above the lowest of the compared OMol25 structures with the same formula, charge and spin in eV: 2.911
E_tot in eV: -5219.226

Entry 6:
Computed, not measured: a 2-piece molecular cluster, C3H4O2 overall at a distorted geometry, with ωB97M-V/def2-TZVPD.

CARTESIAN COORDINATES (ANGSTROEM)
C1 -1.0426 -1.2385 0.3569
C2 -1.1045 -0.0090 -0.0639
O1 -1.3004 1.0735 -0.4456
H1 -1.7166 -1.6634 1.0686
H2 -0.0577 -1.8032 0.1925
C3 1.3682 0.9730 -0.3028
O2 0.8876 0.3599 0.6244
H3 2.2603 0.5771 -0.7543
H4 0.7058 1.7305 -0.6758

Kohn-Sham gap in eV: 9.16
SMILES: C=C=O.C=O
Strongest force on any atom in eV/A: 2.72
Energy above the lowest of the compared OMol25 structures with the same formula, charge and spin in eV: 2.879
E_tot in eV: -7267.807

Entry 7:
Computed, not measured: the molecule C3H4O2 at a distorted geometry, with ωB97M-V/def2-TZVPD.

CARTESIAN COORDINATES (ANGSTROEM)
C1 -0.0165 -1.0018 -0.6404
C2 0.2928 -0.9696 0.6580
O1 0.2614 0.3477 1.1008
C3 -0.2774 1.1224 0.0091
O2 -0.2081 0.2992 -1.1224
H1 -0.0725 -1.7792 -1.3920
H2 0.6546 -1.7195 1.3202
H3 0.3194 2.0389 -0.1619
H4 -1.3220 1.3791 0.2463

Kohn-Sham gap in eV: 9.28
SMILES: C1=COCO1
Strongest force on any atom in eV/A: 1.75
Energy above the lowest of the compared OMol25 structures with the same formula, charge and spin in eV: 1.630
E_tot in eV: -7269.055

Entry 8:
Computed, not measured: a 2-piece molecular cluster, C3H4O2 overall at a distorted geometry, with ωB97M-V/def2-TZVPD.

CARTESIAN COORDINATES (ANGSTROEM)
C1 -0.2787 -1.2470 1.9696
C2 0.2031 0.1306 -1.4000
C3 0.0579 1.4102 -0.7953
O1 -0.1730 -1.0080 3.0934
O2 0.7517 0.4298 -0.1171
H1 -0.0843 -0.6448 1.0239
H2 -0.5759 -0.8064 -1.2329
H3 0.8264 -0.1182 -2.1701
H4 -0.7272 1.8538 -0.3715

Kohn-Sham gap (alpha / beta) in eV: 4.83 / 3.01
Strongest force on any atom in eV/A: 5.22
Energy above the lowest of the compared OMol25 structures with the same formula, charge and spin in eV: 8.710
E_tot in eV: -7261.976

Entry 9:
Computed, not measured: the molecule C3H4O2 at a distorted geometry, with ωB97M-V/def2-TZVPD.

CARTESIAN COORDINATES (ANGSTROEM)
O1 1.9575 0.3033 -0.6010
C1 1.3303 -0.1741 0.3071
C2 -0.0507 0.3831 0.4535
C3 -1.0450 -0.0684 -0.5249
O2 -1.0207 -0.5668 0.8114
H1 1.6964 -1.0861 0.8315
H2 -0.1135 1.4050 0.8354
H3 -1.9018 0.5686 -0.7442
H4 -0.7565 -0.7571 -1.3211

Kohn-Sham gap in eV: 10.80
SMILES: O=C[C@H]1CO1
Strongest force on any atom in eV/A: 1.42
Energy above the lowest of the compared OMol25 structures with the same formula, charge and spin in eV: 2.072
E_tot in eV: -7268.614

Entry 10:
Computed, not measured: a 2-piece molecular cluster, C3H4O2 overall at a distorted geometry, with ωB97M-V/def2-TZVPD.

CARTESIAN COORDINATES (ANGSTROEM)
C1 0.2568 0.6382 -0.1313
C2 0.5723 -0.6598 -0.1337
C3 -1.0363 1.1466 0.4153
O1 -1.3478 2.2797 0.5833
O2 1.5382 -1.3917 -0.5338
H1 0.8077 1.2234 -0.7771
H2 -0.5025 -1.3087 1.1238
H3 -1.7402 0.3333 0.5827
H4 1.4517 -2.2609 -1.1292

Kohn-Sham gap in eV: 9.89
Strongest force on any atom in eV/A: 6.29
Energy above the lowest of the compared OMol25 structures with the same formula, charge and spin in eV: 4.471
E_tot in eV: -7266.215

Entry 11:
Computed, not measured: the molecule C3H4O2 at a distorted geometry, with ωB97M-V/def2-TZVPD.

CARTESIAN COORDINATES (ANGSTROEM)
O1 -1.9139 -0.5950 -0.2489
C1 -0.7006 -0.4599 0.4533
C2 0.3740 0.5198 0.0871
C3 1.2573 -0.4146 -0.2386
O2 0.5785 -1.5862 0.0540
H1 -1.6822 -0.3094 -1.1824
H2 -0.8407 -0.5175 1.5417
H3 0.4175 1.5170 0.2977
H4 2.3589 -0.3258 -0.6290

Kohn-Sham gap in eV: 9.82
SMILES: O[C@@H]1C=CO1
Strongest force on any atom in eV/A: 3.06
Energy above the lowest of the compared OMol25 structures with the same formula, charge and spin in eV: 2.880
E_tot in eV: -7267.806

Entry 12:
Computed, not measured: a 2-piece molecular cluster, C3H4O2 overall at a distorted geometry, with ωB97M-V/def2-TZVPD.

CARTESIAN COORDINATES (ANGSTROEM)
C1 -2.1433 0.3911 0.1316
C2 -0.2349 -1.0927 -0.2544
C3 1.2246 0.5886 0.0272
O1 -3.2257 0.3707 -0.2325
O2 0.9295 -0.7458 0.2031
H1 -0.2675 -2.1671 -0.0263
H2 1.5655 0.8950 0.9746
H3 0.3384 1.2518 -0.0309
H4 1.8134 0.5085 -0.7925

Kohn-Sham gap in eV: 8.89
Strongest force on any atom in eV/A: 3.54
Energy above the lowest of the compared OMol25 structures with the same formula, charge and spin in eV: 4.525
E_tot in eV: -7266.161